Record 1
DFT (the ωB97M-V functional and the def2-TZVPD basis) results for a structure of composition C30H21FeN7O2.

```
61
Properties=species:S:1:pos:R:3:forces:R:3
Fe 0.04520 0.43400 -0.37280 -0.97 -1.09 0.84
O -0.67750 1.63860 3.59500 -0.08 0.16 -0.25
C -0.83630 1.50010 2.40100 0.00 -0.09 0.40
N -0.86730 0.34040 1.67830 0.42 -0.49 -0.87
C -1.50300 -0.77870 2.05150 0.21 0.45 -0.13
C -2.04690 -1.00000 3.33340 -0.26 -0.24 0.54
C -2.80970 -2.10950 3.57930 0.27 0.62 0.19
C -3.04260 -3.04920 2.56210 0.06 -0.07 -0.43
C -2.55090 -2.86240 1.29270 -0.19 -0.49 0.11
C -1.77400 -1.73110 0.98910 0.09 0.02 -0.37
N -1.30850 -1.37580 -0.23680 0.70 0.83 -0.08
C -1.71360 -1.99700 -1.37900 -0.18 -0.16 0.42
O -2.42220 -2.98410 -1.46970 0.08 0.13 -0.35
C -1.23600 -1.31450 -2.63680 -0.16 -0.19 -0.44
C -1.80380 -1.69460 -3.85020 0.13 0.02 0.21
C -1.35580 -1.11380 -5.02320 0.10 0.08 0.19
C -0.33500 -0.17750 -4.94750 -0.02 -0.02 0.18
C 0.16540 0.15450 -3.69690 0.15 0.22 -0.37
N -0.28140 -0.38100 -2.56310 0.08 0.34 0.84
C -1.12810 2.66400 1.48340 -0.15 0.46 0.21
C -1.66040 3.83510 2.01280 0.20 -0.22 -0.10
C -2.08690 4.83170 1.14890 0.14 -0.16 -0.20
C -1.95720 4.62400 -0.21780 0.04 -0.11 0.13
C -1.39260 3.43480 -0.65840 -0.03 0.23 -0.27
N -0.98610 2.47310 0.16410 0.50 -0.52 -0.14
H -1.83150 -0.28530 4.11170 -0.04 0.02 0.04
H -3.24290 -2.25120 4.55840 0.04 -0.07 0.07
H -3.62390 -3.93160 2.78200 -0.07 -0.07 -0.03
H -2.76900 -3.58250 0.51880 0.08 0.11 0.11
H -2.58510 -2.43700 -3.83730 -0.02 -0.10 0.02
H -1.78730 -1.38930 -5.97420 -0.02 -0.01 -0.05
H 0.05300 0.29740 -5.83580 0.08 0.03 0.01
H 0.96270 0.88040 -3.59870 0.00 0.06 -0.03
H -1.73210 3.93090 3.08490 -0.03 -0.02 0.07
H -2.51160 5.74920 1.52970 -0.03 0.02 0.02
H -2.28230 5.36760 -0.92990 -0.01 -0.02 -0.05
H -1.27220 3.22960 -1.71510 0.01 0.10 -0.02
N 7.41930 1.06530 0.50340 -0.40 0.04 0.03
C 8.68660 0.59760 0.29030 0.28 -0.77 -0.31
C 9.94370 1.15840 0.47580 0.11 0.11 0.05
C 11.02820 0.37230 0.14770 -0.09 0.18 0.06
C 10.87610 -0.92830 -0.35530 -0.03 -0.15 -0.08
C 9.63580 -1.49090 -0.55170 -0.01 0.13 0.06
C 8.51820 -0.71890 -0.22230 0.47 0.94 0.36
N 7.19260 -1.00390 -0.30440 -0.95 -0.01 0.03
C 6.55470 0.06060 0.13090 0.94 -0.29 -0.13
C 5.11480 0.14620 0.18060 -1.03 0.08 0.02
C 4.41050 1.27520 0.62110 0.11 -0.35 -0.09
C 3.02960 1.26710 0.58450 -0.07 0.22 0.05
N 2.30560 0.23400 0.14040 -0.81 0.28 -0.39
C 2.97390 -0.86320 -0.24570 -0.02 -0.16 -0.09
C 4.34880 -0.95160 -0.24270 0.12 0.24 0.13
H 7.18200 1.97000 0.87700 0.01 -0.13 -0.05
H 10.06860 2.16280 0.85500 0.04 0.04 0.03
H 12.02480 0.76850 0.27770 0.04 0.03 0.01
H 11.76350 -1.49340 -0.59680 0.05 -0.07 -0.02
H 9.51690 -2.48830 -0.94280 -0.01 -0.11 -0.04
H 4.91890 2.15530 0.98480 -0.02 0.06 0.03
H 2.46720 2.12820 0.92870 0.07 0.02 -0.04
H 2.36070 -1.69700 -0.56780 0.08 -0.01 -0.05
H 4.85760 -1.84560 -0.56760 -0.03 -0.07 -0.03
```
Positions in Å, forces in eV/Å.

As for the spin multiplicity: 6. The total charge is +1. For the HOMO energy (spin up / spin down), the calculation gives -10.29 / -10.62 eV. The calculation puts the frontier orbital gap (spin up / spin down) at 0.266 / 0.219 Eh. The relative energy (zero: lowest compared OMol25 entry of this formula, charge and spin) is 0.879 eV. The LUMO energy (spin up / spin down) comes out at -3.04 / -4.67 eV. The expectation value of S² is 8.777.

Results of the Mulliken charge analysis, in e, for atoms 1 through 4: 0.951 -0.618 -0.139 0.394


Record 2
DFT (the ωB97M-V functional and the def2-TZVPD basis) results for a structure of composition C29H26N5O3S4SeV.

```
69
Properties=species:S:1:pos:R:3:forces:R:3
V 0.76636 -0.09393 -0.01057 -0.02 -0.09 0.20
O 0.16688 -0.01973 3.78849 0.02 -0.02 -0.01
C -0.36296 -0.13320 2.73003 -0.02 0.00 0.03
O 0.25368 0.33255 1.59372 0.01 0.02 -0.06
C -1.71396 -0.68006 2.46916 0.00 -0.01 0.00
C -2.57773 -0.71502 3.56497 -0.01 0.00 0.00
C -3.86702 -1.19441 3.43204 0.00 0.00 0.01
C -4.29533 -1.65838 2.19435 0.00 0.00 -0.02
C -3.44219 -1.63788 1.10319 -0.01 0.00 0.00
C -2.14361 -1.14608 1.22401 0.01 0.00 -0.01
S -1.16640 -1.28594 -0.25640 0.01 0.03 0.02
H -2.20756 -0.36324 4.51890 0.00 0.00 0.00
H -4.52866 -1.21970 4.28679 0.00 0.00 0.00
H -5.29816 -2.04816 2.07783 0.00 0.00 0.00
H -3.77862 -2.01335 0.14493 0.00 0.00 0.00
O 0.78298 1.20985 -0.86229 0.04 0.06 -0.11
C -1.40347 3.11269 -1.83936 0.04 -0.02 0.06
C -2.35546 2.58764 -0.92649 -0.03 0.00 0.03
C -3.55754 1.94626 -1.22278 0.02 0.01 -0.03
C -4.26617 1.56770 -0.08279 0.00 0.01 0.02
C -3.59617 1.89708 1.07494 -0.02 -0.02 -0.01
S -2.13747 2.69060 0.79242 0.00 0.00 -0.01
C -0.59235 4.22219 -1.45599 -0.05 -0.01 -0.02
C -0.94278 5.24983 -0.58932 0.02 0.02 0.01
C 0.07487 6.19756 -0.42512 -0.02 -0.01 0.01
C 1.19477 5.88005 -1.15254 0.00 -0.02 -0.02
S 1.01312 4.46313 -2.05944 0.02 0.01 0.02
C -1.24309 2.52106 -3.12993 -0.01 0.03 -0.07
C -0.84337 3.15756 -4.29795 0.00 0.00 0.04
C -0.80986 2.29860 -5.40358 -0.01 -0.02 0.00
C -1.17014 1.01625 -5.06747 0.02 0.00 -0.03
S -1.57001 0.84672 -3.43360 -0.01 0.00 0.03
H -3.92505 1.82416 -2.23083 0.01 0.00 0.00
H -5.22777 1.07786 -0.09370 0.00 0.00 0.00
H -3.90903 1.68426 2.08687 0.01 0.00 0.00
H -1.92359 5.33308 -0.14503 0.01 0.01 0.00
H -0.00623 7.07893 0.19229 0.00 0.00 0.00
H 2.12288 6.42960 -1.19190 0.00 0.00 0.00
H -0.64408 4.21761 -4.34974 0.00 0.00 0.00
H -0.55075 2.60353 -6.40596 0.00 0.00 0.00
H -1.22330 0.16211 -5.72568 0.00 0.00 0.00
C 4.28666 1.57064 -1.09601 -0.01 -0.01 -0.01
N 4.59128 0.15975 -1.32004 -0.01 0.00 -0.03
C 5.43394 -0.32928 -2.29209 0.00 0.00 0.01
C 5.47964 -1.67148 -2.13897 0.02 0.01 0.01
N 4.66250 -1.98576 -1.07657 -0.03 -0.01 -0.01
C 4.51944 -3.33134 -0.52193 -0.01 0.01 -0.01
C 4.11700 -0.86030 -0.58811 0.04 0.00 0.02
Se 3.00961 -0.69618 0.92661 -0.02 0.00 0.01
H 4.85697 2.15475 -1.81235 0.00 0.00 0.00
H 4.57258 1.85048 -0.08483 0.00 0.00 0.00
H 3.22119 1.75116 -1.23061 0.00 0.00 0.00
H 5.93384 0.31510 -2.99314 0.00 0.00 0.00
H 6.02726 -2.42387 -2.67868 0.00 0.00 0.00
H 4.37204 -4.03723 -1.33571 0.00 0.00 0.00
H 3.66162 -3.34576 0.14389 0.00 0.00 0.00
H 5.41416 -3.59261 0.03920 0.00 0.00 0.00
N 1.84922 -4.81243 -2.57165 0.00 0.01 -0.01
C 1.80243 -3.46179 -2.66407 -0.01 -0.02 0.01
C 1.31268 -2.67460 -1.60242 -0.01 0.00 0.02
N 1.30765 -1.35368 -1.68662 0.01 0.01 -0.04
C 1.76900 -0.77456 -2.80973 0.01 -0.01 0.00
C 2.25795 -1.56678 -3.83026 0.00 -0.01 -0.01
N 2.28650 -2.89161 -3.76561 0.01 0.01 -0.01
H 1.29972 -5.29163 -1.87906 0.00 0.00 0.00
H 2.06406 -5.32090 -3.41481 0.00 0.00 0.00
H 0.92919 -3.12109 -0.69438 0.00 0.00 0.00
H 1.73072 0.30202 -2.87222 0.00 0.00 0.00
H 2.63858 -1.11316 -4.73760 0.00 0.00 0.00
```
Positions in Å, forces in eV/Å.

The total charge is +2. For the HOMO energy, the calculation gives -13.24 eV. The calculation puts the frontier orbital gap at 0.231 Eh. The relative energy (zero: lowest compared OMol25 entry of this formula, charge and spin) is 0.000 eV. The LUMO energy comes out at -6.95 eV.

Results of the Mulliken charge analysis, in e, for atoms 1 through 4: 0.213 -0.542 0.297 -0.150


Record 3
DFT (the ωB97M-V functional and the def2-TZVPD basis) results for a cluster of 11 separate species, C20H35N13O2 in total.

```
70
Properties=species:S:1:pos:R:3:forces:R:3
C 0.33924 -5.26808 2.49472 -1.44 1.39 7.72
O 0.54906 -5.64918 1.41936 1.82 -2.97 -9.87
N 0.40367 -6.03318 3.50601 0.84 -5.42 3.28
N -0.02251 -4.12826 2.85717 -1.37 6.33 -1.20
H 0.20475 -5.65391 4.42071 0.15 -0.44 -0.13
H 0.40743 -7.03451 3.37409 0.21 -0.02 0.36
H -0.09217 -3.42047 2.14003 -0.07 1.09 0.22
H -0.31033 -3.93104 3.80499 -0.12 0.06 -0.42
C -0.91844 3.04905 -3.16221 -0.67 -2.46 1.46
O -1.42838 2.01934 -2.66910 0.32 0.85 0.65
N -0.23051 3.93706 -2.46045 0.75 0.70 2.00
N -0.97024 3.26622 -4.43312 0.13 0.95 -3.01
H -0.36601 3.80629 -1.46816 0.36 0.60 0.04
H 0.19545 4.78280 -2.81169 -0.36 -0.23 0.09
H -1.32238 2.52749 -5.02505 -0.10 0.38 -0.30
H -0.52837 4.12506 -4.72850 -0.38 -0.48 -0.86
C -3.17410 2.36486 0.12450 0.41 0.48 1.21
C -2.00002 3.26202 0.29878 -1.37 0.12 -0.35
N -1.13658 4.00498 0.44516 0.17 -0.30 0.08
H -3.92405 2.55898 0.89129 0.24 0.38 0.35
H -2.77523 1.38949 0.40315 -0.46 -0.38 -0.80
H -3.74686 2.49545 -0.79365 0.85 -0.37 -0.34
C -4.37343 -1.98180 -1.26073 0.16 0.32 0.13
C -3.26225 -2.00143 -0.33511 1.71 0.39 0.53
N -2.34432 -2.05301 0.36944 -1.19 -0.05 -0.62
H -5.16561 -2.41746 -0.65183 -0.50 -0.26 -0.89
H -4.05652 -2.47048 -2.18207 -0.47 -0.65 0.24
H -4.63576 -0.97935 -1.59892 -0.02 0.16 0.48
C -2.47311 -1.16763 3.77842 -0.55 0.95 -0.13
C -3.70130 -1.69710 4.45366 0.66 -0.81 0.00
N -4.61388 -2.17773 4.98013 0.98 0.69 -0.65
H -2.65856 -0.95406 2.72576 -0.37 -0.10 0.02
H -1.52899 -1.71121 3.74312 -0.49 -0.75 0.56
H -2.20003 -0.21185 4.22564 -0.19 0.06 0.16
C 2.39862 0.18770 3.76883 -0.89 -0.45 -0.90
C 3.77630 -0.02064 3.30586 3.78 -0.49 -0.41
N 4.89851 -0.21901 2.97309 -4.29 0.70 1.11
H 1.95556 1.10771 3.38753 0.50 0.40 0.36
H 2.15788 0.03389 4.82072 0.77 0.35 0.08
H 1.75900 -0.53538 3.26272 0.20 -0.38 -0.12
C 0.02223 0.47276 -0.14644 -0.80 -1.17 0.74
C 0.14328 -0.60541 0.88379 1.51 -2.03 1.74
N 0.31966 -1.50191 1.63456 -0.77 3.06 -2.44
H 0.51349 0.15154 -1.06490 0.13 0.15 0.13
H 0.34033 1.46497 0.17361 0.17 -0.29 0.17
H -1.05440 0.48859 -0.31589 0.05 0.30 -0.42
C 2.93126 3.65003 -0.10597 0.63 0.09 -0.23
C 3.69752 4.03068 1.10424 1.11 0.27 3.26
N 4.29428 4.27383 2.09860 -2.09 -0.79 -3.62
H 1.84302 3.70183 -0.07187 0.09 0.45 0.64
H 3.14288 2.62686 -0.41652 0.36 0.01 0.13
H 3.28172 4.31276 -0.89722 -0.13 -0.07 -0.17
C 3.41957 -2.83903 1.50020 0.23 0.24 -0.60
C 3.53788 -3.87119 0.46754 -0.34 -1.25 -0.90
N 3.64693 -4.67430 -0.36503 -0.24 1.12 1.25
H 2.75458 -2.04362 1.16375 0.18 0.00 -0.21
H 4.42998 -2.44073 1.59269 -0.17 0.22 0.53
H 3.00050 -3.17079 2.45016 0.39 -0.35 -0.04
C 2.49514 2.83000 -4.67387 0.44 0.23 -0.35
C 2.58678 1.91781 -3.54605 -0.47 1.29 -2.58
N 2.69222 1.24609 -2.64850 0.11 -1.74 2.40
H 3.47584 2.90937 -5.14297 0.22 0.38 0.40
H 2.15442 3.77688 -4.25503 0.15 0.14 -0.40
H 1.88878 2.53627 -5.53069 -0.52 -0.36 0.58
C -1.58820 -0.68513 -3.34117 -0.43 0.84 -0.11
C -2.13541 0.02535 -4.54120 -0.04 -0.49 0.46
N -2.56616 0.62834 -5.42589 0.41 -0.47 0.52
H -2.01552 -0.20395 -2.46141 -0.07 0.18 -0.15
H -0.52280 -0.46366 -3.27806 0.00 -0.32 -0.14
H -1.81532 -1.74588 -3.23474 0.16 0.02 -0.72
```
Positions in Å, forces in eV/Å.

As for the spin multiplicity: 2. The total charge is +1. For the HOMO energy (spin up / spin down), the calculation gives -12.43 / -12.43 eV. The calculation puts the frontier orbital gap (spin up / spin down) at 0.344 / 0.125 Eh. The LUMO energy (spin up / spin down) comes out at -3.07 / -9.04 eV. The expectation value of S² is 0.753.

Results of the Mulliken charge analysis, in e, for atoms 1 through 4: 0.910 -0.095 -0.373 -0.086


no.,E (eV)
1,-80360.283
2,-178451.794
3,-44761.484